C5H18NNaO7 as an isolated structure at a distorted geometry, computed with ωB97M-V/def2-TZVPD.

```
! RIJCOSX wB97M-V def2-TZVPD def2/J DEFGRID3
* xyz 0 1
Na -0.37108 -0.30637 -0.58842
N -3.16387 0.07719 -3.30848
O -4.18078 0.83909 -3.17312
O -2.34804 -0.27606 -2.46731
O -3.10439 -0.35123 -4.49892
C -1.73477 1.27190 3.63779
C -1.92055 1.35208 2.14528
O -0.62461 1.31826 1.55053
H -2.65235 1.49103 4.18556
H -1.12218 2.14660 3.87719
H -1.28662 0.31616 3.89701
H -2.47871 2.24964 1.87716
H -2.47714 0.44530 1.90348
H -0.22057 2.14150 1.84239
C 0.21339 -1.99066 2.12991
O 0.22757 -2.31729 0.72733
H 0.36248 -2.89466 2.72416
H 1.06553 -1.34613 2.34773
H -0.69870 -1.56246 2.53797
H 0.94552 -2.89379 0.45930
C 3.15982 1.73520 -0.39630
O 1.82248 1.47038 -0.75233
H 3.69937 0.79346 -0.34465
H 3.57187 2.41342 -1.14999
H 3.31761 2.33044 0.50785
H 1.32639 2.29292 -0.79158
C 1.50201 -2.14331 -3.19761
O 1.28009 -0.92701 -2.47712
H 2.49315 -2.03283 -3.63521
H 1.42738 -3.00022 -2.52659
H 0.71243 -2.41168 -3.90235
H 1.25728 -0.23089 -3.14063
*
```

Calculated values
Orbital gap = 6.44 eV
E_tot = -25711.071 eV

---

C22H24CoNO3S2 as an isolated structure at a distorted geometry, computed with ωB97M-V/def2-TZVPD.

```
! RIJCOSX wB97M-V def2-TZVPD def2/J DEFGRID3
* xyz -2 5
Co 0.02889 0.41131 0.26761
C 2.22953 1.28944 -1.06183
C 2.41448 0.52403 0.11441
C 1.68088 -0.72631 -0.03254
H 3.10047 0.74161 0.92322
C 1.08538 -0.69528 -1.36372
C 1.47282 0.52561 -1.98158
H 1.26982 0.79880 -3.01661
H 2.63085 2.28597 -1.22354
H 1.76836 -1.60297 0.61105
H 0.63340 -1.55692 -1.85488
C -1.33231 1.80706 -0.14611
C -1.08553 1.79453 -1.57379
C -1.75822 0.68441 -2.12988
H -0.55764 2.58410 -2.09653
C -2.40083 -0.02735 -1.09047
C -2.08046 0.57565 0.16344
H -2.53728 0.35617 1.12602
H -1.25789 2.67782 0.50253
H -1.84482 0.45737 -3.19029
H -3.15945 -0.78962 -1.23607
O -1.31867 -2.24713 0.12464
C -1.74515 -3.48176 -0.39753
C -1.33767 -4.25089 0.89749
C -0.95557 -3.86066 -1.63625
C -3.24542 -3.50762 -0.61564
C -1.07516 -2.84784 1.43221
H -0.43262 -4.83975 0.76214
H -2.10513 -4.82785 1.40911
H -1.82568 -2.47839 2.13545
H -0.05916 -2.67177 1.78441
H -0.99007 -4.95144 -1.74897
H 0.09203 -3.55071 -1.56508
H -1.41432 -3.40089 -2.52243
H -3.57893 -4.55061 -0.63826
H -3.51634 -3.04173 -1.56868
H -3.80559 -2.98083 0.16691
O 0.57472 5.71060 1.66285
S 1.24513 4.51573 1.23172
O 1.76876 4.44763 -0.11692
N 0.32620 3.15812 1.55565
C 0.90649 2.25129 2.32760
S 0.29227 0.65305 2.40921
C 2.16600 2.71327 2.89957
C 3.11270 2.01559 3.65760
C 4.31104 2.64717 3.98898
C 4.58395 3.94576 3.51811
C 3.67361 4.61176 2.68452
C 2.47772 3.97499 2.38364
H 2.87510 0.99941 3.97315
H 5.03961 2.13127 4.61665
H 5.51545 4.43674 3.79510
H 3.85634 5.60415 2.27862
*
```

Calculated values
Orbital gap (spin up / spin down) = 2.85 / 5.09 eV
E_tot = -90128.792 eV

---

An isolated ion of composition C29H34NO6 and charge -1 at a distorted geometry, computed with ωB97M-V/def2-TZVPD.

```
! RIJCOSX wB97M-V def2-TZVPD def2/J DEFGRID3
* xyz -1 1
C 2.20696 0.45990 5.59534
C 1.42606 -0.08336 4.41612
C 1.25076 0.97463 3.32484
C 0.27790 0.58739 2.22948
C 0.54114 -0.64671 1.30179
C -0.01351 -2.02900 1.93801
O 0.51563 -3.10286 1.82943
O -1.21041 -1.95655 2.55934
C -1.74478 -3.28347 2.87871
C -3.22014 -3.13336 3.18808
C 2.06995 -0.91277 1.36513
O 2.61877 -1.66252 2.15690
O 2.80903 -0.06193 0.65687
C 4.24605 -0.33928 0.59970
C 4.76041 0.91383 -0.06488
H 2.25108 -0.32156 6.35725
H 3.22174 0.71880 5.26997
H 1.71726 1.34329 6.01778
H 1.97194 -0.94100 4.01947
H 0.43447 -0.45914 4.70652
H 0.79727 1.87439 3.76758
H 2.22237 1.24754 2.89026
H -0.65894 0.37870 2.75140
H 0.14776 1.45719 1.57053
H -1.59598 -3.94352 2.01495
H -1.20709 -3.71618 3.73755
H -3.63622 -4.14114 3.36049
H -3.38914 -2.51915 4.09143
H -3.75336 -2.67919 2.33347
H 4.66510 -0.49501 1.60108
H 4.38521 -1.23422 -0.01985
H 5.84067 0.86229 -0.22515
H 4.24450 1.03310 -1.02966
H 4.53535 1.79710 0.55315
C -5.92286 2.30798 0.32301
N -5.24388 1.62284 -0.75123
C -5.91009 1.59081 -2.03396
C -4.11700 0.90411 -0.52239
C -3.47041 0.15783 -1.53805
C -2.22444 -0.43180 -1.32738
C -1.49095 -0.26609 -0.12890
C 0.02773 -0.69216 0.00773
C 0.82643 -0.43581 -1.32132
C 1.74576 -1.53284 -1.66161
O 2.14550 -2.43184 -0.90084
C 2.06361 -1.47872 -3.08646
C 1.26975 -0.52270 -3.71931
C 1.39964 -0.33777 -5.10245
C 2.40473 -1.06553 -5.76346
C 3.19638 -2.01527 -5.07669
C 3.00834 -2.26277 -3.72675
C 0.41184 0.15094 -2.64703
O -0.46571 0.99097 -2.90370
C -2.27352 0.25824 0.91683
C -3.51075 0.86462 0.75227
H -5.23112 2.95298 0.87303
H -6.70999 2.93321 -0.10384
H -6.38673 1.62295 1.04684
H -5.18328 1.75157 -2.84626
H -6.43198 0.63025 -2.21326
H -6.65801 2.39774 -2.05036
H -3.91996 0.07397 -2.52995
H -1.82678 -1.08111 -2.09683
H 0.22261 -1.82032 -0.16829
H 0.76439 0.37125 -5.64481
H 2.58066 -0.90216 -6.82939
H 3.96078 -2.56912 -5.60619
H 3.55417 -2.99988 -3.14622
H -1.96479 0.21758 1.94251
H -4.01916 1.32726 1.61151
*
```

Calculated values
Orbital gap = 6.37 eV
SMILES = CCCCC(C(=O)OCC)(C(=O)OCC)[C@H](C1=C([O-])c2ccccc2C1=O)c1ccc(N(C)C)cc1
E_tot = -44399.299 eV

---

A 15-piece molecular cluster, C28H57BCl28O4 overall, computed with ωB97M-V/def2-TZVPD.

```
! RIJCOSX wB97M-V def2-TZVPD def2/J DEFGRID3
* xyz 0 1
C 3.20649 -2.68231 -0.22049
C 2.89015 -1.24788 0.23145
C 3.03418 -0.24587 -0.92462
C 3.55791 1.11736 -0.47757
C 2.69634 1.83154 0.58380
C 1.17214 1.84078 0.32003
C 0.54973 3.24733 0.40653
C -0.76949 3.38948 -0.38376
C -2.02512 3.53803 0.50137
C -3.30511 3.04356 -0.21020
C -4.37525 2.41500 0.72811
C -4.71949 0.96710 0.38699
O -4.71912 0.21783 1.64382
C -5.38606 -0.95064 1.64245
O -6.19310 -1.24652 2.47222
O -4.98850 -1.76636 0.63579
B -3.78494 -2.47344 0.79636
C -3.06626 -2.99480 -0.49230
O -3.28484 -2.72498 2.05264
H 4.23082 -2.73110 -0.60399
H 3.10907 -3.39676 0.60314
H 2.50822 -2.99349 -1.00536
H 3.55790 -0.99023 1.06115
H 1.86516 -1.24060 0.62231
H 3.75055 -0.66241 -1.64470
H 2.07742 -0.15106 -1.44713
H 4.55747 0.97561 -0.04561
H 3.69463 1.78564 -1.33779
H 2.90318 1.40877 1.57275
H 3.04092 2.87152 0.63283
H 0.70819 1.23490 1.10542
H 0.90887 1.36854 -0.62965
H 1.27731 3.97176 0.02279
H 0.39523 3.48479 1.46170
H -0.69739 4.29436 -1.00050
H -0.88806 2.51853 -1.03508
H -1.90221 3.00454 1.45027
H -2.17602 4.60000 0.72395
H -3.78465 3.88424 -0.71874
H -3.02822 2.31163 -0.97708
H -5.28391 3.02165 0.65872
H -4.07680 2.43472 1.78257
H -5.71344 0.88328 -0.06279
H -3.99405 0.51439 -0.29355
H -2.00496 -3.10438 -0.26857
H -3.47581 -3.97666 -0.75178
H -3.19665 -2.30923 -1.33157
H -3.17937 -1.97028 2.64677
C 7.37151 -1.05224 -0.81453
Cl 6.88336 -0.25335 0.68613
Cl 6.65454 -0.29804 -2.23855
H 8.44941 -0.97765 -0.90376
H 7.05683 -2.08824 -0.76918
C 9.75978 1.99822 -3.92977
Cl 8.45677 2.66219 -2.94388
Cl 10.48486 0.55823 -3.19064
H 9.35610 1.72251 -4.89680
H 10.53271 2.75067 -4.03095
C 0.04314 -2.08931 -2.52727
Cl -0.34602 -0.97505 -1.21072
Cl -1.24407 -2.18793 -3.73428
H 0.94073 -1.73003 -3.01725
H 0.19838 -3.07552 -2.10483
C -2.86548 -6.74369 1.00075
Cl -1.81160 -6.15298 -0.29444
Cl -4.30273 -7.55056 0.36871
H -2.30835 -7.45371 1.59991
H -3.17953 -5.89470 1.59856
C -4.33574 0.84743 4.69465
Cl -3.06577 -0.36145 4.94970
Cl -3.67859 2.46679 4.40375
H -4.92310 0.55612 3.83414
H -4.94564 0.88887 5.58543
C -1.64126 -10.69744 0.89625
Cl -2.66332 -10.10803 2.21558
Cl -0.18288 -11.50507 1.48541
H -2.22336 -11.40488 0.31554
H -1.34225 -9.84854 0.29064
C 11.68782 3.40328 -1.07995
Cl 12.41041 4.10633 -2.53941
Cl 12.26587 4.19160 0.39016
H 10.61245 3.52460 -1.14067
H 11.95712 2.35465 -1.04221
C -9.67066 -0.82664 2.53685
Cl -10.60186 -2.11569 1.76601
Cl -10.39518 0.76753 2.27613
H -9.63935 -1.01756 3.60269
H -8.66950 -0.82480 2.12271
C -4.52798 -13.79908 -1.28792
Cl -3.77485 -12.19878 -1.39324
Cl -4.85134 -14.26811 0.38173
H -5.46610 -13.76644 -1.82857
H -3.84993 -14.52133 -1.72614
C 1.11418 1.36577 6.23657
Cl 2.81079 1.77725 5.95481
Cl 0.13844 1.48210 4.76909
H 1.06511 0.34585 6.59876
H 0.71189 2.05567 6.96867
C 6.72756 4.83603 -5.99433
Cl 7.09505 3.13379 -6.30424
Cl 5.50729 5.03762 -4.73582
H 7.63908 5.32551 -5.67168
H 6.35571 5.27526 -6.91218
C 2.41038 7.44218 -3.54525
Cl 1.15024 8.17571 -2.55295
Cl 3.05405 5.95917 -2.83154
H 1.99084 7.19870 -4.51387
H 3.22224 8.15267 -3.64616
C -1.67880 9.32572 -5.63899
Cl -0.48758 8.02035 -5.59937
Cl -0.94645 10.88761 -6.01892
H -2.41230 9.09440 -6.40175
H -2.14087 9.39154 -4.66113
C -7.66868 0.44953 7.05883
Cl -6.42777 -0.78622 7.29847
Cl -6.97378 2.04647 6.74623
H -8.27002 0.16789 6.20260
H -8.27497 0.50937 7.95453
*
```

Calculated values
Orbital gap = 10.68 eV
E_tot = -389457.897 eV

---

Question: Among the records above, which one has the lowest E_tot?
Answer: C28H57BCl28O4